Computed, not measured: a molecular structure, C28H21BrIrO5SeSi at a distorted geometry, with the ωB97M-V functional and the def2-TZVPD basis.

```
58
Properties=species:S:1:pos:R:3:forces:R:3
Ir 0.447519 -0.062776 0.298044 0.6 -0.6 2.4
Br -0.812769 -0.092043 2.415367 -0.1 -0.1 -0.3
C -1.621527 -1.804128 2.169064 -0.1 0.0 0.0
C -2.320912 -2.399307 3.168657 0.0 0.0 0.0
C -2.932330 -3.642668 2.894752 0.0 0.0 0.0
C -2.847054 -4.187898 1.647114 0.0 0.0 0.0
C -2.128382 -3.548262 0.604855 0.0 0.0 0.0
C -2.089506 -4.075917 -0.704219 0.0 0.0 0.0
C -1.404239 -3.417111 -1.685442 0.0 -0.1 0.0
C -0.701078 -2.231981 -1.396444 0.2 0.0 0.1
C -0.666752 -1.681719 -0.133593 -0.3 0.6 -1.3
C -1.449203 -2.332047 0.874956 0.0 0.1 0.0
H -2.413038 -1.938892 4.142633 0.0 0.0 0.0
H -3.483499 -4.144379 3.678239 0.0 0.0 0.0
H -3.341458 -5.126299 1.428202 0.0 0.0 0.0
H -2.622118 -4.995005 -0.914464 0.0 0.0 0.0
H -1.398931 -3.803831 -2.696558 0.0 0.0 0.0
H -0.140995 -1.749786 -2.189071 -0.1 0.0 0.0
O -0.445998 1.419446 -0.620938 -0.6 -0.1 -0.2
Si 0.296201 2.758284 -1.139259 1.1 0.2 0.7
C 1.212771 2.745911 -2.754376 -0.2 -0.1 -0.1
C 2.189817 3.707463 -3.012644 0.0 0.0 0.0
C 2.960359 3.642342 -4.165809 0.0 0.0 0.0
C 2.773998 2.603095 -5.065379 0.0 0.0 0.0
C 1.809487 1.634768 -4.817267 0.0 0.0 0.0
C 1.031784 1.712552 -3.673308 0.0 0.0 0.0
C -1.825594 3.031044 -2.481192 -0.3 0.0 -0.2
C -1.785289 3.550746 -3.747436 0.1 0.0 -0.1
C -2.970391 3.498391 -4.481866 0.0 0.0 0.0
C -4.120058 2.961833 -3.920436 0.0 0.0 0.0
C -4.106202 2.477751 -2.618603 0.0 0.0 0.0
C -2.936974 2.523245 -1.862260 0.0 -0.1 0.0
C -0.386464 4.365955 -0.496377 -0.1 0.0 -0.1
C -0.374252 5.547124 -1.236601 0.0 0.0 0.0
C -0.740861 6.752396 -0.655956 0.0 0.0 0.0
C -1.147348 6.786921 0.669976 0.0 0.0 0.0
C -1.184888 5.614961 1.414618 0.0 0.0 0.0
C -0.809146 4.414464 0.833828 0.0 0.0 0.0
H 2.366564 4.505307 -2.299801 0.0 0.0 0.0
H 3.716205 4.394342 -4.352650 0.0 0.0 0.0
H 3.385363 2.542758 -5.956785 0.0 0.0 0.0
H 1.669886 0.817656 -5.513537 0.0 0.0 0.0
H 0.275605 0.958243 -3.484893 0.0 0.0 0.0
H -0.879679 3.955436 -4.180490 0.0 0.0 0.0
H -2.981280 3.879919 -5.495231 0.0 0.0 0.0
H -5.033386 2.923729 -4.499428 0.0 0.0 0.0
H -5.005774 2.065871 -2.178450 0.0 0.0 0.0
H -2.902422 2.149577 -0.848610 0.0 0.0 0.0
H -0.071480 5.529886 -2.277612 0.0 0.0 0.0
H -0.716358 7.663271 -1.240386 0.0 0.0 0.0
H -1.437515 7.726054 1.123383 0.0 0.0 0.0
H -1.499321 5.641045 2.450247 0.0 0.0 0.0
H -0.827690 3.504183 1.423039 0.0 0.0 0.0
O 4.265197 1.863300 0.246446 0.2 0.0 -0.3
Se 2.722933 1.522092 0.238144 -0.3 0.0 0.0
O 1.746383 2.871152 -0.043819 -0.1 0.0 -0.4
O 2.135648 0.391139 -0.891093 0.0 -0.2 -0.1
O 2.077441 0.884594 1.606517 0.0 0.2 -0.1
```
Positions in Å, forces in eV/Å.

Summary:
Expectation value of S²: 0.77
Orbital gap (spin up / spin down): 7.2 / 6.6 eV
Total charge: 0
Spin multiplicity: 2
F_max: 0.0498 Eh/bohr
LUMO (spin up / spin down): -1.0 / -1.5 eV

Atomic partial charges in e from the Löwdin method, atoms 1 to 5:
1 Ir 1.137
2 Br 0.975
3 C -0.542
4 C -0.109
5 C -0.072